A gas-phase ion, C3H8NS (charge -1) in a non-equilibrium geometry. Source: OMol25; level of theory: ωB97M-V with the def2-TZVPD basis set.

Positions of all 13 atoms, in Å:
S1 1.0150 -1.7650 -1.2012
N1 -0.7451 1.7645 0.4533
C1 0.1546 -0.5413 0.1981
C2 -1.4101 1.2956 1.6942
C3 0.2323 0.8873 -0.1723
H1 -1.6676 0.2536 1.7128
H2 -1.4638 1.9309 -0.2994
H3 1.3343 1.1104 -0.0600
H4 0.0464 0.9525 -1.1711
H5 -2.3859 1.9067 1.8157
H6 -0.9332 -0.8348 0.2112
H7 0.7072 -0.5535 1.1742
H8 -0.5214 1.2722 2.3423

- 2S+1 = 1
- strongest force on any atom (eV/A) = 3.03
- energy relative to the best compared isomer or geometry (same formula, charge and spin) (kJ/mol) = 197.7
- total charge = -1
- structure (SMILES) = CNCC[S-]

Results of the Mulliken charge analysis, in e, for atoms 1 through 5: -0.691 -0.377 -0.747 -0.805 -0.544